1.
ORCA calculation (ωB97M-V with the def2-TZVPD basis set) on C4H8O in the gas phase at a distorted geometry.

Its SMILES is CC1(C)CO1. For the energy above the lowest of the compared OMol25 structures with the same formula, charge and spin, the calculation gives 1.2033 eV. The value obtained for the molar mass is 72.1 g mol⁻¹. For the LUMO energy, the calculation gives 1.01 eV. The HOMO energy comes out at -0.37310 Eh. The largest force on an atom comes out at 2.02 eV/A. Its total charge is 0. The value obtained for the gap between HOMO and LUMO is 11.165 eV. Its total energy is -6323.965 eV.

Last column: Löwdin charge in e.
Geometry (Å):
C (-1.09997, -0.96797, 0.10739)  -0.02
C (0.08340, -0.03152, 0.11721)  -0.59
C (-0.18264, 1.42250, 0.10596)  -0.03
C (1.35365, -0.46045, -0.42892)  -0.12
O (1.16305, -0.38965, 0.98345)  -0.03
H (-1.74913, -0.94829, -0.83144)  0.11
H (-1.76966, -0.81474, 0.99054)  0.09
H (-0.75880, -1.98820, 0.20581)  0.07
H (-0.58438, 1.75492, 1.10639)  0.11
H (0.77895, 1.96362, -0.09976)  0.10
H (-0.90167, 1.66617, -0.67252)  0.08
H (2.12252, 0.26728, -0.79011)  0.12
H (1.54467, -1.47366, -0.79399)  0.11

---

2.
ORCA calculation (ωB97M-V with the def2-TZVPD basis set) on 2 unconnected molecules or ions with the total composition C8H14NS2 at a distorted geometry.

For the energy above the lowest of the compared OMol25 structures with the same formula, charge and spin, the calculation gives 2.1083 eV. The value obtained for the molar mass is 188.3 g mol⁻¹. For the LUMO energy, the calculation gives -3.49 eV. The HOMO energy comes out at -0.42648 Eh. The largest force on an atom comes out at 4.32 eV/A. Its total charge is +1. The value obtained for the gap between HOMO and LUMO is 8.115 eV. Its total energy is -31673.626 eV.

Last column: Löwdin charge in e.
Geometry (Å):
C (2.42634, 0.49997, -2.07352)  -0.13
C (1.15756, -0.19830, -1.85606)  -0.19
C (3.31029, 0.35530, -1.04506)  -0.31
C (1.12029, -0.78423, -0.43181)  -0.63
C (-0.27884, 2.57892, 0.25906)  0.02
C (-2.46353, -2.71907, 0.57098)  -0.25
C (0.10034, -1.37562, 0.16358)  -0.43
C (-1.09181, 1.99821, 1.09404)  -0.36
N (-0.77700, 1.18203, 2.12706)  0.03
S (2.59788, -0.47269, 0.32128)  1.04
S (-1.52335, -1.56071, -0.53617)  1.08
H (2.59489, 1.09062, -2.88032)  0.08
H (0.82375, -0.86361, -2.66320)  0.14
H (4.27490, 0.61350, -0.70969)  0.06
H (0.29873, 0.53225, -1.81467)  0.13
H (0.76993, 2.32481, 0.29800)  0.06
H (-0.56566, 3.13308, -0.52224)  0.02
H (-2.94922, -2.20948, 1.45112)  0.09
H (-1.84649, -3.56753, 0.95029)  0.08
H (-3.29018, -3.15968, 0.07301)  0.03
H (0.15834, -1.87962, 1.09923)  0.08
H (-2.11564, 2.17839, 0.99079)  0.09
H (-1.92981, -0.24849, -0.08105)  0.05
H (-1.08310, 1.53728, 3.01276)  0.09
H (0.28141, 1.01471, 2.20256)  0.12

---

3.
ORCA calculation (ωB97M-V with the def2-TZVPD basis set) on 2 unconnected molecules or ions with the total composition CH4Se at a distorted geometry.

For the energy above the lowest of the compared OMol25 structures with the same formula, charge and spin, the calculation gives 2.9033 eV. The value obtained for the molar mass is 95.0 g mol⁻¹. For the LUMO energy, the calculation gives 0.19 eV. The HOMO energy comes out at -0.31444 Eh. The largest force on an atom comes out at 3.83 eV/A. Its total charge is 0. The value obtained for the gap between HOMO and LUMO is 8.747 eV. Its total energy is -66444.488 eV.

Last column: Löwdin charge in e.
Geometry (Å):
C (-0.11631, 0.25777, 0.34013)  -0.58
Se (1.77758, 0.00271, 0.18679)  0.64
H (-0.93534, 0.95336, -1.16216)  0.15
H (-0.60968, -0.72142, 0.41771)  -0.03
H (-0.21168, 1.15822, 0.98928)  -0.03
H (1.81721, -1.48955, 0.16928)  -0.16

---

4.
ORCA calculation (ωB97M-V with the def2-TZVPD basis set) on 2 unconnected molecules or ions with the total composition C7H20FPSi2 at a distorted geometry.

For the energy above the lowest of the compared OMol25 structures with the same formula, charge and spin, the calculation gives 4.1193 eV. The value obtained for the molar mass is 210.4 g mol⁻¹. For the LUMO energy (alpha / beta), the calculation gives 0.08 / -1.24 eV. The HOMO energy (alpha / beta) comes out at -0.32452 / -0.28895 Eh. The largest force on an atom comes out at 5.16 eV/A. Its total charge is 0. The value obtained for the gap between HOMO and LUMO (alpha / beta) is 8.912 / 6.623 eV. Its total energy is -35342.044 eV.

Last column: Löwdin charge in e.
Geometry (Å):
C (0.32046, -2.20170, 1.76123)  -0.22
C (0.71602, -2.84596, -1.49892)  -0.22
C (2.34300, -0.50549, -0.12855)  -0.21
C (0.53529, 2.51108, -1.66051)  -0.20
C (0.01879, 1.83055, 1.53494)  -0.20
C (-2.34851, 1.99932, -0.42216)  -0.24
C (-0.35555, -0.23330, -0.79987)  -0.28
F (-4.42625, -0.81748, 0.91310)  -0.51
Si (0.75828, -1.58610, 0.00838)  0.47
Si (-0.60855, 1.59759, -0.29805)  0.40
P (-3.33969, -1.80488, 0.14284)  0.84
H (0.81336, -3.20911, 2.01731)  0.04
H (0.85670, -1.54540, 2.54457)  0.05
H (-0.79228, -2.43103, 1.82825)  0.00
H (1.28824, -2.34590, -2.36552)  0.04
H (1.26967, -3.81486, -1.37341)  0.02
H (-0.21805, -3.10017, -1.99442)  0.00
H (3.01187, -0.79894, -1.03778)  0.07
H (2.19729, 0.55494, -0.09390)  -0.03
H (3.01567, -0.63917, 0.74524)  0.02
H (0.16159, 2.43332, -2.64880)  -0.02
H (0.51158, 3.71247, -1.48652)  0.06
H (1.64104, 2.24120, -1.63978)  0.02
H (0.21672, 2.88064, 1.88196)  0.02
H (-0.86315, 1.40273, 2.09478)  0.03
H (1.05415, 1.35013, 1.79378)  0.05
H (-2.99230, 1.07268, 0.09312)  0.05
H (-2.76282, 2.88024, 0.12712)  0.04
H (-2.85712, 1.99793, -1.44840)  0.06
H (-0.59536, -0.37977, -1.91780)  0.03
H (-4.36182, -2.73417, -0.06103)  -0.18